No. 1
The following is a DFT calculation (the ωB97M-V functional and the def2-TZVPD basis) of an isolated molecule of C20H28N2O6S.

Structure (XYZ):
```
57
Properties=species:S:1:pos:R:3:forces:R:3
S -3.873044 -1.569615 -0.516805 0.4429 0.2030 0.3319
H -0.013239 -3.264927 1.956013 -0.0025 -0.0147 0.0778
O -5.588275 1.897326 0.175901 -0.0343 0.1447 0.1358
H 3.382325 3.754208 0.484111 -0.0367 0.1228 0.1284
H 0.708489 1.200870 1.976056 -0.0383 -0.1064 0.0032
H 1.695480 2.818994 -1.867952 -0.0053 -0.0615 -0.1164
H 2.734054 -0.609368 -0.706936 0.1496 -0.1389 0.0130
H 3.954701 1.729587 -1.726384 -0.0173 -0.0195 0.0936
H 3.016423 2.034011 1.990406 0.0052 0.0614 0.0819
C -1.282864 -1.871473 -1.411698 -0.2073 0.0651 -0.1219
C 0.053305 -2.195946 -1.254981 0.1391 -0.1304 0.1994
O 5.665536 -1.138035 0.290051 0.3795 -0.0931 0.1394
H -3.012038 1.489771 1.007271 0.0323 -0.0568 -0.0788
H -6.426139 0.085368 -0.356684 -0.0590 0.0561 0.0661
O -4.708879 -2.624283 -0.030697 0.0012 -0.0661 0.2690
H 4.762378 1.082132 0.577676 -0.1455 0.0168 -0.0693
H 4.421318 -3.443643 0.053593 -0.0233 0.1734 -0.1485
H 3.021406 0.280100 2.167022 0.0846 0.0515 0.0429
C 1.904002 2.007825 -1.167504 0.0785 0.1435 0.1127
H -5.534150 -1.168286 1.553116 -0.1147 0.1180 0.1789
C -5.142851 -0.171291 1.355098 -0.6387 -0.0134 0.0015
C 1.017282 2.154606 0.066054 -0.0521 -0.2371 -0.0948
C -1.725315 -2.555694 0.860067 0.0745 -0.1022 0.0891
H 4.953744 3.386724 -0.220298 0.1181 0.0506 0.0467
O 2.697683 -2.743993 -0.872987 -0.2252 -0.0644 -0.3137
C 1.945168 -2.955887 0.222666 0.0768 -0.0627 0.3393
H 4.566156 -2.897162 -1.642079 -0.0743 0.0496 0.1063
N -3.901348 -0.334475 0.620557 0.0120 -0.9084 -0.5716
C 4.558329 -1.310821 -0.163919 -0.3615 -0.4929 -0.2792
H -4.910555 0.335139 2.297175 0.0052 -0.0599 -0.0643
N 3.621176 -0.359918 -0.298998 -0.5762 0.2941 -0.1247
C -2.152594 -2.046784 -0.352289 -0.3730 0.1862 -0.2124
C -3.365758 0.924045 0.139018 0.0308 0.5076 -0.3287
H -7.034804 0.878843 1.130738 0.0186 -0.1091 -0.0500
C 4.103760 -2.691962 -0.675044 0.6124 -0.0482 0.3493
H -4.072034 2.729051 -0.847727 0.0471 -0.0928 -0.0356
H 3.692807 4.119332 -1.210919 -0.0152 0.1181 -0.0474
H 1.066265 0.084370 0.666780 -0.0653 -0.0694 0.0023
H -2.523662 0.699496 -0.516607 0.1252 0.2216 0.0175
H -2.443523 -2.688347 1.652585 -0.0113 -0.0340 0.1902
C 3.720525 0.973366 0.257997 0.3099 0.1847 0.0975
C -6.143850 0.652998 0.542911 0.0061 -0.2062 0.2315
O -4.080021 -1.088824 -1.855157 0.2385 0.0554 0.0534
C -4.432746 1.725703 -0.614952 0.2985 -0.0358 -0.1158
C 0.502742 -2.690768 -0.032219 -0.2537 0.0966 -0.1192
C 1.323644 1.061813 1.084913 0.0884 0.2841 0.1021
O 2.393581 -3.272633 1.293125 -0.0279 0.0393 -0.1742
H -0.032647 2.101042 -0.232155 -0.0183 0.0957 0.0137
H -1.668818 -1.483091 -2.341354 0.0257 0.0455 -0.1255
H -4.684005 1.194443 -1.543252 0.0230 0.1487 0.0873
C 2.799019 1.096762 1.477461 -0.0153 -0.1530 -0.0885
H 1.652106 1.071935 -1.674042 -0.0657 -0.0505 -0.0999
C 3.883971 3.405263 -0.413226 -0.0789 -0.2431 -0.0819
H 0.747155 -2.068184 -2.071497 0.0244 0.0217 -0.0526
H 1.180214 3.131495 0.523176 -0.0591 0.0885 0.0423
C -0.391301 -2.877882 1.022061 0.0658 -0.0039 -0.1011
C 3.399700 2.016665 -0.825234 0.0820 0.0301 -0.0281
```
Forces are in eV/Å.

Calculated values
SMILES	C[C@@H]1CCCC[C@H]1NC(=O)COC(=O)c1ccc(S(=O)(=O)N2CCOCC2)cc1
E	-1738.07697	hartree
orbital gap	0.326	hartree
total charge	0



No. 2
The following is a DFT calculation (the ωB97M-V functional and the def2-TZVPD basis) of a structure of composition C23H30BrNNiO7.

Structure (XYZ):
```
63
Properties=species:S:1:pos:R:3:forces:R:3
H 1.180081 -3.317003 -3.340326 0.0149 -0.0371 -0.2633
H -2.184160 2.511241 -0.690473 0.0289 -0.3875 -0.0148
H 0.024590 -1.691112 5.030825 0.1252 -0.1719 -0.0188
O 1.783649 1.029401 -2.421835 -0.3312 1.2661 0.0456
H -5.518737 -1.271997 -5.115117 -0.3048 -0.6957 -1.1142
O 0.634374 -1.520973 -1.978173 0.0031 -1.2097 0.0822
C 3.155060 -0.526418 4.441215 -3.2279 1.1382 -0.8766
C -5.348652 -0.708147 -4.250540 -0.1391 0.7708 1.4510
H 0.169568 -1.960934 0.319919 -0.2221 -0.5776 -0.4285
C 1.507978 0.328781 2.783627 -0.6916 -1.0121 0.1774
H -4.589018 1.344217 -1.025715 -0.3079 -0.7359 -0.6492
C -6.169221 0.464594 -2.303636 2.8591 -0.2132 0.1294
H 4.435599 0.979950 2.009655 -0.5801 0.0387 0.4215
H 2.685788 -0.329837 -3.643310 -0.4227 -0.8617 -0.6244
H -1.167176 3.818061 -0.101930 0.5227 -0.6946 -0.5133
O 1.598502 2.122829 1.282032 -0.1503 0.1180 -0.7004
C 1.333912 0.925840 1.404250 -0.0061 0.2362 -0.0423
H 3.537313 2.249429 2.836713 0.0485 1.0843 -0.0990
H -1.086529 -1.558290 2.397960 -0.3261 -0.0522 0.0361
C 3.929684 1.271471 2.957509 0.8424 -1.0598 0.2727
H 0.559337 -4.713062 -2.455686 0.1922 0.7585 0.4389
H 2.839871 2.831497 -2.814950 -1.3740 -0.5599 1.3793
H 0.286942 -3.682673 0.219431 0.0230 -0.7947 0.3538
C -1.007408 -0.564482 2.837900 1.0425 -0.6227 1.3195
H 1.084066 3.858188 -0.964504 -0.5703 0.4095 -0.3696
C -1.415322 3.202381 -0.998840 -0.0025 0.4446 0.8653
H -1.413184 0.131346 2.156445 0.3472 0.9916 -1.1261
H 1.480831 -2.388665 6.785478 0.0653 0.1326 -0.3876
H 3.737259 0.899813 -3.011087 -0.0038 -0.1122 -0.0099
C 2.142815 2.378371 -1.997429 -0.1979 -0.1962 -0.5650
C 2.900589 0.233551 -2.774675 0.8753 0.7663 1.6529
H 2.174715 -4.074587 -2.139854 0.1413 0.1763 0.5166
H 3.181739 -0.357506 -1.880119 -0.0572 -0.0634 -0.7098
C 0.831093 -1.187620 4.499940 -1.3092 0.7800 -0.4942
H 2.845141 -3.081562 5.904426 -0.2553 0.4782 0.0819
C 2.106712 -1.263469 5.040214 0.7436 0.7830 -1.0180
O -2.038268 0.164125 -0.896945 -1.1422 0.4820 -2.4071
C -4.812462 0.732450 -1.927359 -1.0100 0.5283 0.5112
H 2.661008 2.387663 -1.026143 -0.0241 -0.5025 -0.3310
C 2.785522 0.381450 3.406166 0.9524 -1.5670 0.1131
C 0.822688 3.216559 -1.812472 1.5644 -0.3183 -1.3746
H 4.151864 -0.485720 4.809412 0.5435 -0.2015 0.4195
C 0.438326 -0.422730 3.354791 1.9379 -0.2087 0.6024
H -3.219546 -0.724726 -4.453407 -0.2440 0.0555 -0.0867
H 3.083377 -1.690468 6.980886 -0.6766 -0.1454 -1.0903
O 0.969487 0.099857 0.473499 -0.3919 0.2805 -0.1768
O -1.413001 0.091403 -3.003677 -0.5994 0.5938 -0.2040
C 0.590782 -2.670876 -1.474129 1.0790 1.1968 -1.7957
H -7.396756 -0.661119 -3.645095 -0.3200 0.0008 -0.0726
C 1.156332 -3.776261 -2.361710 -0.9771 -0.5238 -0.2582
C -3.771377 0.249570 -2.690769 -0.1323 0.2208 1.0640
N 0.139136 -2.828916 -0.257433 -0.0571 0.9645 1.4214
C -6.395482 -0.347643 -3.413122 -0.7996 0.7306 0.4215
H -1.862045 3.901718 -1.689595 0.1048 0.1341 -0.7357
C -4.077085 -0.381663 -3.876238 1.7176 -0.8042 -0.8070
H 4.723680 1.208198 3.759230 -0.8275 0.4363 -0.9002
O -0.332302 2.455227 -1.570171 -0.2748 -0.4391 1.0592
Br -7.398114 1.148236 -1.083059 -0.9136 -0.0341 -0.0287
C 2.375405 -2.118602 6.204802 0.9756 -1.2239 1.9982
H 0.659911 3.660649 -2.806826 0.0056 0.8076 0.6080
H -1.691714 -0.472658 3.685680 0.1332 -0.4620 0.1621
C -2.358444 0.220826 -2.174750 1.3617 -0.9540 1.4532
Ni -0.038734 0.280814 -1.510924 0.6192 0.6382 1.2359
```
Forces are in eV/Å.

Calculated values
2S+1	3
E	-5558.21336	hartree
orbital gap (spin up / spin down)	0.308 / 0.308	hartree
total charge	0



No. 3
The following is a DFT calculation (the ωB97M-V functional and the def2-TZVPD basis) of an isolated molecule of C23H31N3O5.

Structure (XYZ):
```
62
Properties=species:S:1:pos:R:3:forces:R:3
C 1.236128 1.525897 2.508208 -0.1371 0.5561 0.1790
H -0.278391 -1.614431 -2.563329 0.0149 0.0577 0.0545
O 1.205015 0.163966 2.081356 0.3356 -0.2443 0.1492
H -1.549097 3.133757 -5.324562 0.0355 -0.1440 0.0165
H -2.385733 0.859701 -3.446014 -0.0459 -0.0646 0.0319
C -2.812405 0.248152 3.349381 0.1005 -0.0276 0.1273
H 3.203398 -2.129173 -3.028351 -0.0572 0.0273 -0.0769
H 1.747957 2.122200 1.743628 -0.1283 -0.0798 0.0625
C 1.733728 -2.165476 0.670419 0.1352 0.2527 -0.1305
H -4.737899 -0.050874 1.402408 0.0310 0.0320 -0.0011
H 1.429101 1.003790 4.578295 -0.0235 -0.0212 0.1082
N 3.557406 1.901152 -2.895103 0.4637 0.6030 0.1532
H 2.037035 2.987858 -3.696641 0.0883 -0.0977 0.0569
O -3.879211 1.005339 2.971437 0.1443 -0.0263 0.3180
C 0.392852 0.821599 -4.249431 -0.2479 -0.0891 -0.2225
C -0.366937 -2.348873 2.076090 0.0249 0.1554 0.0449
C -4.306906 0.929465 1.632063 -0.0621 -0.0124 -0.2315
H 2.333764 -1.929362 1.549675 -0.0254 -0.0694 0.0388
C -1.237709 -0.237592 5.096375 -0.0326 0.0350 -0.0003
H -0.869607 -0.063460 6.097124 0.0216 0.0213 0.0856
H 2.970394 1.205389 3.735522 0.1391 -0.0036 0.0517
H -2.823133 1.203923 5.256548 -0.0677 0.0891 0.0781
O -0.129353 2.053769 -4.399672 0.3367 0.0534 0.1868
H -2.343739 2.571162 -3.003636 -0.0394 0.0685 0.0672
C -0.466089 -1.923220 -0.440455 0.1437 0.3878 -0.0754
H -1.565828 1.386510 -5.718874 0.0314 0.1951 0.0726
C 1.716590 0.894356 -3.636776 0.6124 -0.2942 0.2606
H 2.457221 -0.453141 -0.424926 0.0723 -0.0379 -0.0314
H 3.385887 -1.946709 -0.694122 0.0236 0.0800 0.0203
C -2.196059 -0.700696 2.544874 -0.2759 0.0846 -0.0124
H 0.401023 -2.874461 2.645084 -0.0257 -0.0438 -0.0042
C -0.602940 -1.157550 4.276574 -0.0162 -0.1170 -0.0503
H 0.265626 -1.691105 4.633488 0.1034 -0.0582 0.0098
H -0.561378 -3.002529 -0.568928 -0.0226 -0.0421 0.0596
H 2.010107 2.626840 4.173778 0.0209 0.1107 0.0490
C 1.961229 1.595090 3.838347 -0.1425 -0.2237 -0.3763
H -3.485318 1.138909 0.939899 -0.0213 -0.0223 0.0163
C -1.076505 -1.391404 2.994673 -0.1293 -0.2477 0.3813
C 2.267752 -1.563103 -2.995810 -0.0838 -0.0854 -0.0556
C 0.259404 -1.344578 -1.652006 -0.3013 -0.1500 -0.0518
H -1.076389 -3.090693 1.703049 0.0561 -0.0460 -0.0187
N 2.373607 2.069688 -3.451446 -0.3017 -0.2393 -0.0987
H 0.205909 1.888056 2.596601 0.1722 -0.0348 -0.0376
H -1.461768 -1.482378 -0.389233 -0.0766 -0.0430 0.0315
H 0.264396 -0.244646 -1.574132 -0.0193 -0.0836 -0.0552
H 4.579503 0.207749 -2.253483 0.2113 -0.0665 0.1155
C -2.328631 0.470638 4.639609 -0.1540 0.0835 -0.1349
H -3.487602 2.000398 -4.230686 -0.1296 0.0123 -0.0257
H 1.618909 -1.894912 -3.808846 0.1414 -0.0447 0.0251
C 2.376243 -1.546308 -0.567491 0.0095 -0.2351 0.1796
H -5.076846 1.692108 1.524788 0.0381 -0.0721 -0.0389
C 0.302234 -1.647796 0.856122 0.0117 -0.1480 -0.0313
O -0.162342 -0.193322 -4.592788 0.0846 0.1578 0.0761
H -2.563422 -0.900166 1.551545 -0.0551 0.0348 -0.1295
C -1.458017 2.124668 -4.917396 -0.5748 -0.1230 -0.1930
H 1.698076 -3.248864 0.543038 -0.0103 -0.0477 0.0469
C -2.487974 1.873586 -3.825267 0.3824 0.0206 -0.1453
O -0.383435 0.669601 0.597023 0.0188 0.0661 -0.0596
C 2.559861 -0.103949 -3.151162 -0.4120 0.3635 -0.2588
C 0.322318 -0.146804 1.135083 -0.0513 0.0172 -0.4074
N 1.600692 -1.888368 -1.742824 0.0400 -0.1659 0.0420
C 3.687300 0.600627 -2.698716 -0.3751 -0.0135 -0.2413
```
Forces are in eV/Å.

Calculated values
SMILES	CCOC(=O)c1[nH]ncc1CN1CCC(Cc2cccc(OC)c2)(C(=O)OCC)CC1
E	-1435.51583	hartree
orbital gap	0.332	hartree
total charge	0



Maximum force across the listed records, respectively: 1.07; 3.53; 0.78 eV Å⁻¹.
Relative energy (zero: lowest compared OMol25 entry of this formula, charge and spin) across the listed records, respectively: 84.0; 82.6; 224.1 kJ/mol.